Entry 1:
{
  "formula": "C2H8O5Si",
  "method": "wB97M-V/def2-TZVPD",
  "symbols": ["Si", "O", "O", "O", "O", "O", "C", "C", "H", "H", "H", "H", "H", "H", "H", "H"],
  "positions_angstrom": [[1.12701, 0.48605, 0.85218], [1.81497, -1.35663, -1.20548], [-2.20206, 0.06002, 0.42299], [0.26204, 0.14191, -1.81086], [-0.19301, -1.58325, -0.36284], [-2.27959, 1.74163, 1.81545], [0.72382, -0.58892, -0.71164], [-1.56191, 0.84965, 1.25330], [1.05085, 0.64954, -2.10224], [0.52135, 1.90164, 0.50995], [2.59136, 0.29150, 0.94813], [-1.62539, -0.41686, -0.14843], [2.50007, -0.82961, -1.66410], [0.56445, -0.52427, 1.63300], [-0.05509, -2.36218, -1.09926], [-3.23887, 1.53978, 1.66984]],
  "atomic_forces_ev_per_a": [[-0.526, 1.050, -1.584], [1.123, -0.243, 0.030], [-2.724, 1.829, 1.332], [-0.009, 0.808, -0.670], [0.195, -2.059, -2.742], [-2.055, -0.139, 0.586], [1.072, -0.658, -0.685], [2.306, -1.055, -1.312], [-1.076, -0.140, 0.044], [1.440, -1.166, 0.643], [0.264, 0.613, -0.030], [1.320, -1.261, -0.481], [-0.646, -0.243, 0.574], [-0.295, -0.557, 1.980], [-0.528, 2.790, 2.450], [0.141, 0.432, -0.135]],
  "e_above_lowest_kj_mol": 798.92,
  "lumo_ev": 0.41,
  "orbital_gap_ev": 8.9,
  "max_force_ev_per_a": 3.75,
  "total_energy_ev": -20314.949
}

---

Entry 2:
{
  "formula": "C16H32N2O3Si2",
  "method": "wB97M-V/def2-TZVPD",
  "symbols": ["Si", "Si", "O", "O", "O", "N", "N", "C", "C", "C", "C", "C", "C", "C", "C", "C", "C", "C", "C", "C", "C", "C", "C", "H", "H", "H", "H", "H", "H", "H", "H", "H", "H", "H", "H", "H", "H", "H", "H", "H", "H", "H", "H", "H", "H", "H", "H", "H", "H", "H", "H", "H", "H", "H", "H"],
  "positions_angstrom": [[1.59337, -0.55892, -2.11660], [0.82075, -3.06585, -3.52710], [-3.47031, 1.40609, 4.50552], [2.34486, 3.38248, 0.18362], [2.80669, 3.70247, 2.33291], [-0.68899, 0.18263, 2.44969], [1.83447, -2.14514, -2.55156], [1.56007, 0.90070, 2.38017], [-2.69146, 0.45936, 5.21876], [0.00048, -0.27347, -1.09194], [-2.77394, 2.49887, 3.93579], [1.56175, 0.65993, -3.56390], [0.61708, -0.02731, 2.72510], [1.55028, -4.80112, -3.70357], [3.00409, -0.00800, -0.98080], [0.62628, -2.38803, -5.28524], [-1.10550, 1.29481, 1.82881], [-0.18533, 2.26166, 1.45256], [-2.56737, 1.47021, 1.59258], [1.15393, 2.06350, 1.71509], [-3.12079, 2.61530, 2.46079], [2.16547, 3.10046, 1.30768], [-0.92460, -3.29674, -2.81242], [0.91330, -5.43421, -4.33225], [-1.38859, -0.49809, 2.71403], [-2.72892, -0.50085, 4.69934], [-4.20456, 2.60008, 2.39950], [1.64410, -5.27920, -2.72619], [-3.09781, 0.54288, 1.79155], [0.63973, 0.57350, -4.14237], [-2.75929, 3.57500, 2.09656], [1.60255, -2.15299, -5.71232], [2.83568, 1.03130, -0.67324], [0.87267, -0.93880, 3.23961], [3.97543, -0.06796, -1.47151], [2.53877, -4.75382, -4.16438], [-1.47270, -4.07212, -3.36078], [2.40577, 0.47275, -4.22833], [-0.89580, -0.34579, -1.71010], [-1.67339, 0.79352, 5.40943], [-3.15707, 0.29989, 6.18871], [2.59985, 0.72905, 2.60132], [0.14238, -3.12552, -5.93693], [3.01358, -0.64579, -0.08979], [-0.51158, 3.15290, 0.94538], [-1.51449, -2.37884, -2.87933], [-0.87000, -3.60111, -1.76477], [1.62978, 1.69912, -3.21498], [-2.74983, 1.72523, 0.55336], [-3.14616, 3.41000, 4.40800], [-1.69817, 2.47911, 4.12211], [0.00231, 0.73169, -0.63626], [-0.06837, -1.01487, -0.28876], [0.00961, -1.48652, -5.30756], [2.99995, 3.04653, 3.01502]],
  "atomic_forces_ev_per_a": [[0.623, -1.201, -0.468], [0.919, 0.220, 0.556], [0.648, -0.197, -0.051], [-0.060, 0.648, -1.246], [0.354, -0.214, 0.052], [0.606, 0.640, -0.152], [-0.693, 0.298, -0.051], [-0.311, 0.075, -0.144], [-0.673, 0.040, 0.227], [-0.045, 0.633, 0.292], [-0.710, 0.562, -0.040], [-0.196, 0.477, 0.382], [0.149, -0.214, 0.135], [-0.344, -0.059, -0.208], [-0.355, 0.419, 0.285], [-0.323, -0.286, -0.099], [-0.508, 0.128, -0.486], [0.291, -0.296, 0.149], [-0.138, 0.285, 0.221], [-0.005, -0.195, 0.397], [0.252, -0.388, 0.283], [-0.137, -0.367, 0.728], [-0.178, -0.178, -0.302], [0.064, -0.053, 0.021], [0.068, -0.138, -0.021], [0.270, -0.095, -0.073], [-0.137, 0.132, -0.191], [0.049, 0.019, 0.017], [-0.066, -0.119, 0.099], [0.014, -0.064, -0.063], [-0.016, 0.102, -0.112], [0.023, 0.040, 0.036], [0.166, 0.028, 0.058], [-0.070, -0.147, -0.036], [-0.016, -0.075, -0.012], [0.031, 0.020, 0.046], [-0.027, 0.018, 0.046], [0.002, -0.074, -0.003], [-0.028, -0.091, -0.018], [0.168, 0.012, -0.205], [-0.038, -0.035, 0.123], [0.120, -0.213, 0.000], [0.019, 0.044, -0.026], [0.091, -0.042, -0.030], [-0.150, 0.077, -0.137], [0.011, 0.041, 0.049], [0.032, 0.024, 0.026], [0.009, -0.007, -0.079], [0.154, -0.131, -0.241], [0.071, 0.093, 0.166], [0.116, -0.286, 0.006], [-0.026, -0.105, -0.146], [0.026, -0.103, -0.069], [0.051, 0.065, 0.003], [-0.145, 0.236, 0.302]],
  "e_above_lowest_kj_mol": 0.00,
  "lumo_ev": -2.29,
  "orbital_gap_ev": 3.4,
  "max_force_ev_per_a": 1.43,
  "total_energy_ev": -41988.534
}

---

Entry 3:
{
  "formula": "C43H51BiN3Te",
  "method": "wB97M-V/def2-TZVPD",
  "symbols": ["Bi", "Te", "N", "N", "N", "C", "C", "C", "C", "C", "C", "C", "C", "C", "C", "C", "C", "C", "C", "C", "C", "C", "C", "C", "C", "C", "C", "C", "C", "C", "C", "C", "C", "C", "C", "C", "C", "C", "C", "C", "C", "C", "C", "C", "C", "C", "C", "C", "H", "H", "H", "H", "H", "H", "H", "H", "H", "H", "H", "H", "H", "H", "H", "H", "H", "H", "H", "H", "H", "H", "H", "H", "H", "H", "H", "H", "H", "H", "H", "H", "H", "H", "H", "H", "H", "H", "H", "H", "H", "H", "H", "H", "H", "H", "H", "H", "H", "H", "H"],
  "positions_angstrom": [[0.05842, -0.29808, -0.34791], [-0.97929, -1.71190, -2.52617], [-1.97775, 2.89426, -2.61576], [-1.16664, 1.48275, -0.94542], [-0.01380, 1.80408, -2.97189], [2.99015, 0.23340, -1.44917], [2.54945, -2.62336, -5.00720], [4.23581, -4.49771, -5.08955], [-1.62788, -0.62413, 2.92637], [-2.82887, 0.21412, 3.28662], [1.80578, -3.14808, 2.26170], [3.98343, 0.77842, -2.24328], [0.91402, -4.16997, -1.37285], [3.63757, 1.67077, -3.24683], [-2.18019, 2.02208, -0.07937], [-3.96435, 0.53270, -1.11218], [-2.75190, 3.70440, 1.54919], [-4.08368, 3.32830, 1.45092], [1.43783, -1.98374, -4.46299], [-0.33507, -0.15874, 3.20572], [2.52058, -4.24739, -3.27060], [-4.45146, 2.28746, 0.61493], [-1.68905, 5.03015, -3.71602], [1.95686, 2.93918, -4.61914], [0.91649, -0.77883, -5.20408], [1.32674, 1.45124, -2.66426], [-2.03140, 3.85603, -6.19464], [-3.18724, -2.42341, 2.05278], [-0.11408, 1.15554, 3.91852], [-1.88492, 3.65587, -3.82368], [-1.80520, -1.89355, 2.36077], [0.86691, -2.50047, -3.29674], [1.65336, 0.56181, -1.64952], [2.31391, 2.01503, -3.48331], [3.08396, -3.77337, -4.45020], [-0.95873, -4.12077, 1.61621], [-1.04281, 2.04957, -2.14211], [0.76950, -0.95046, 2.87793], [-2.06169, 3.04085, -5.06382], [-1.80303, 3.04694, 0.78580], [-3.51521, 1.61456, -0.17003], [1.43191, -3.62447, -2.67610], [2.16417, -0.39714, 3.06382], [-1.84905, 5.22440, -6.09605], [-0.69936, -2.72363, 2.12468], [-1.67576, 5.81740, -4.85225], [-2.29654, 1.56018, -5.20128], [0.58991, -2.25769, 2.40142], [2.86914, -0.83840, 2.36106], [4.04227, -4.67566, -6.14746], [-0.96805, 1.42151, 4.53537], [-3.28714, -3.46407, 2.35547], [-1.55692, 5.47060, -2.73521], [-4.85275, 0.03391, -0.72723], [0.63436, -1.06648, -6.21874], [-1.85483, 5.83501, -6.98909], [-1.45078, -4.71485, 2.39047], [-4.22837, 0.95122, -2.08694], [-2.72196, 3.14054, -1.98070], [2.98701, -2.20967, -5.91011], [2.17440, 0.68085, 2.91141], [1.52417, -5.00679, -1.03474], [0.93590, -3.39682, -0.60174], [-3.96201, -1.86647, 2.56872], [-1.53553, 6.88652, -4.76803], [-4.83651, 3.83728, 2.03845], [-1.36828, 1.02935, -5.42961], [2.51425, -2.93327, 3.05958], [-2.45893, 4.51140, 2.20783], [-2.17051, 3.40329, -7.16888], [-3.61743, 0.12331, 2.54660], [2.93141, -5.13537, -2.80409], [-3.23410, -0.10409, 4.25149], [5.15357, -3.91175, -5.01390], [2.32328, -2.99554, 1.30887], [1.40337, 3.81829, -4.27840], [-0.10086, 2.29889, -3.84893], [-2.98738, 1.36866, -6.02105], [-3.38595, -2.37257, 0.97714], [-2.57847, 1.26648, 3.35167], [2.53919, -0.59076, 4.07284], [2.86166, 3.28886, -5.11101], [-0.76091, 3.34250, 0.81886], [-0.11630, -4.51205, -1.47338], [5.01909, 0.50569, -2.09156], [4.40100, -5.45713, -4.60302], [0.74820, 1.09320, 4.57927], [-0.05269, -4.64128, 1.32754], [1.69295, -0.01495, -5.27402], [0.04742, -0.34610, -4.71304], [1.55027, -4.20064, 2.33766], [4.41049, 2.11550, -3.86130], [0.06212, 1.97654, 3.21638], [-3.19023, -0.21625, -1.27036], [3.25763, -0.46999, -0.66710], [-5.49169, 1.98860, 0.56279], [-1.62130, -4.09727, 0.75024], [1.35750, 2.41742, -5.37302], [-2.70973, 1.12720, -4.29117]],
  "atomic_forces_ev_per_a": [[0.073, 0.233, 0.123], [0.022, -0.548, -0.440], [-0.217, 0.123, 0.150], [0.101, 0.328, -0.292], [0.173, 0.088, -0.099], [-0.027, -0.083, 0.158], [-0.021, -0.027, 0.005], [-0.026, 0.103, 0.023], [0.010, -0.012, -0.073], [0.067, -0.031, -0.034], [-0.062, 0.100, 0.015], [-0.004, -0.027, -0.023], [0.001, -0.043, -0.190], [-0.025, -0.031, 0.009], [-0.009, 0.145, -0.030], [-0.002, 0.029, 0.024], [0.028, 0.004, 0.038], [-0.051, -0.054, 0.091], [-0.027, 0.139, -0.042], [0.024, -0.115, 0.027], [-0.035, 0.082, -0.044], [0.031, 0.006, 0.050], [0.021, -0.031, -0.014], [0.088, -0.048, 0.113], [-0.043, -0.084, 0.023], [0.028, -0.100, 0.047], [0.059, 0.032, -0.028], [0.102, 0.095, 0.052], [-0.020, -0.051, -0.066], [-0.025, 0.104, -0.056], [0.003, 0.008, 0.017], [-0.175, 0.102, 0.130], [-0.077, 0.005, 0.102], [0.030, 0.026, -0.039], [0.008, -0.060, 0.083], [0.026, 0.080, 0.032], [-0.046, -0.186, 0.182], [0.005, -0.025, 0.069], [-0.049, -0.069, 0.022], [-0.024, -0.009, -0.017], [0.047, -0.021, 0.032], [0.014, -0.001, 0.126], [-0.112, -0.032, 0.037], [0.011, -0.005, -0.009], [-0.007, -0.001, -0.013], [0.006, 0.031, 0.029], [-0.018, 0.051, -0.066], [0.090, -0.014, 0.017], [0.015, -0.003, 0.011], [0.023, -0.005, -0.003], [0.021, 0.027, -0.003], [-0.005, -0.016, -0.040], [-0.008, -0.009, 0.001], [0.014, -0.009, 0.016], [-0.021, 0.060, -0.010], [0.026, -0.016, -0.007], [-0.008, -0.048, -0.048], [0.047, -0.045, -0.037], [-0.025, -0.081, 0.053], [-0.001, -0.048, -0.029], [0.057, 0.007, 0.011], [0.018, 0.021, 0.009], [-0.081, -0.044, 0.101], [-0.037, 0.000, -0.027], [-0.002, -0.007, -0.006], [0.006, -0.001, -0.008], [-0.067, 0.020, 0.010], [0.059, -0.039, -0.037], [0.017, -0.014, -0.007], [-0.023, -0.007, 0.010], [-0.077, 0.008, -0.045], [0.022, 0.005, 0.003], [-0.056, 0.069, -0.013], [0.012, -0.021, -0.014], [0.048, -0.047, 0.029], [-0.046, -0.011, -0.033], [0.010, -0.020, 0.014], [-0.001, -0.023, 0.004], [-0.061, -0.058, 0.016], [-0.025, 0.097, 0.008], [0.056, 0.019, -0.018], [-0.018, 0.015, -0.031], [0.002, -0.013, 0.016], [-0.034, 0.036, 0.093], [-0.005, 0.013, 0.027], [0.051, -0.013, -0.029], [0.017, 0.039, -0.014], [-0.002, -0.004, -0.054], [0.024, -0.026, -0.027], [0.061, -0.015, -0.004], [0.018, 0.004, -0.022], [-0.007, -0.032, -0.033], [-0.003, 0.038, 0.031], [-0.004, -0.036, -0.023], [0.047, 0.023, 0.004], [0.007, -0.009, -0.031], [-0.003, -0.048, -0.021], [-0.037, 0.083, -0.031], [0.017, -0.027, -0.010]],
  "total_charge": 1,
  "lumo_ev": -2.63,
  "orbital_gap_ev": 7.7,
  "max_force_ev_per_a": 0.70,
  "total_energy_ev": -63019.388
}